168
Properties=species:S:1:pos:R:3:lowdin_charge:R:1 method="wB97M-V/def2-TZVPD" molar_mass_g_mol=1593.39 e_above_lowest_kcal_mol=0.0 homo_lumo_gap_ev=7.99 lumo_energy_ev=-1.010
C 2.1306 8.4786 2.2988 0.13
C 1.5434 7.6428 1.6383 -0.10
C 0.7733 6.5285 1.0284 -0.09
C 0.8952 5.0875 1.5727 -0.28
C 2.4580 4.8100 1.6617 -0.09
C 3.3349 5.3733 2.7960 -0.15
C 4.6145 6.0299 2.1970 -0.20
O 5.5429 5.0506 1.7267 -0.03
C 6.2908 5.6585 0.7050 -0.49
C 7.6241 6.3281 1.0026 0.02
O 5.8438 5.6578 -0.4070 0.14
O 0.5450 4.0809 0.6426 -0.10
C 0.0486 3.9689 -0.6075 -0.29
C -0.6268 5.0917 -1.4480 -0.21
N -1.6669 4.5214 -2.3103 -0.09
C -1.8792 5.3557 -3.5035 -0.12
S 1.4045 3.3195 -1.7636 0.80
O 2.6417 4.0420 -1.5953 -0.26
O 0.9765 3.4596 -3.1314 -0.28
C 1.7750 1.5114 -1.3783 -0.46
F 1.9277 1.4480 -0.0475 0.11
F 2.9489 1.2433 -1.9745 0.14
C 0.7569 0.4901 -1.9291 -0.35
F -0.4942 0.6864 -1.4270 0.14
F 0.6114 0.5743 -3.2586 0.17
C 1.1238 -1.0075 -1.6310 -0.33
F 1.7994 -1.1883 -0.4827 0.16
F 1.8863 -1.4955 -2.6327 0.15
C -0.1203 -1.9675 -1.5579 -0.54
F -0.7319 -1.8999 -0.3815 0.18
F -0.9560 -1.8246 -2.5957 0.18
F 0.3539 -3.2271 -1.6336 0.15
C 0.0233 4.6831 2.8892 -0.22
C -1.3573 5.4090 2.6490 -0.11
O -1.9096 5.1714 1.3559 -0.08
C -3.1218 5.7892 1.1803 -0.27
C -4.2785 5.3932 1.8402 0.00
C -5.4988 6.0047 1.6110 -0.07
C -5.6260 7.0341 0.6914 -0.08
C -4.4697 7.4563 0.0386 -0.09
C -3.2482 6.8419 0.2724 -0.03
N -0.2057 3.2412 2.8229 -0.46
S 1.0336 2.0452 3.0936 0.89
S -1.6693 2.5703 3.3339 0.59
C -1.4384 0.7767 3.5791 -0.18
O -2.1930 3.0454 4.5922 -0.29
O -2.7248 2.6419 2.3526 -0.29
C 0.4338 5.2846 4.2561 -0.34
F 0.7284 6.6119 4.2089 0.11
F -0.6540 5.3297 5.1171 0.08
C 1.4878 4.5825 5.1912 -0.30
F 2.1407 5.5703 5.8811 0.07
F 0.8956 3.8247 6.1415 0.09
H 2.5095 9.3595 2.7824 0.04
H -0.2418 6.9053 0.8354 0.11
H 1.2129 6.4613 0.0096 0.14
H 2.6877 3.7479 1.4961 0.10
H 2.8214 5.2702 0.7225 0.11
H 3.7332 4.5450 3.4177 0.11
H 2.9313 6.1295 3.4776 0.09
H 5.0221 6.6984 2.9808 0.13
H 4.2806 6.6989 1.3821 0.12
H 8.4398 5.6012 0.8584 0.09
H 7.8192 7.1521 0.3019 0.09
H 7.7100 6.7378 2.0201 0.08
H -0.6958 3.1423 -0.6538 0.15
H 0.1493 5.6061 -2.0413 0.12
H -1.0990 5.8680 -0.8351 0.08
H -2.5482 4.5350 -1.8028 0.11
H -2.2284 4.7505 -4.3554 0.08
H -2.6145 6.1648 -3.3203 0.08
H -0.9555 5.8519 -3.8406 0.08
H -1.2138 6.5032 2.7568 0.15
H -2.1342 5.1591 3.3833 0.12
H -4.2323 4.5652 2.5529 0.11
H -6.3935 5.6732 2.1411 0.07
H -6.5602 7.5361 0.4412 0.11
H -4.5283 8.2657 -0.6927 0.11
H -2.4075 7.2260 -0.3135 0.11
H 2.2861 2.5469 3.1795 -0.09
H -1.0850 0.2677 2.6744 0.06
H -2.4769 0.4426 3.7428 0.08
H -0.8848 0.5481 4.4955 0.06
H 2.2609 3.9640 4.7348 0.11
C -3.3121 -5.0571 -3.0481 -0.07
C -3.2802 -4.1470 -1.9994 -0.07
C -4.4290 -3.8946 -1.2652 0.00
C -5.5989 -4.5596 -1.5913 -0.14
C -5.6461 -5.4619 -2.6401 0.00
C -4.4945 -5.7099 -3.3710 -0.06
N -6.8122 -4.3118 -0.7997 -0.35
O -6.7413 -3.5009 0.1019 0.08
O -7.8131 -4.9356 -1.0913 0.08
H -2.4114 -5.2584 -3.6153 0.11
H -2.3594 -3.6411 -1.7522 0.08
H -4.3986 -3.1874 -0.4479 0.12
H -6.5631 -5.9749 -2.8934 0.12
H -4.5173 -6.4157 -4.1909 0.11
C 3.8616 -5.4804 2.4248 -0.07
C 3.7264 -5.3263 3.8000 -0.07
C 3.3140 -4.1133 4.3281 0.00
C 3.0343 -3.0652 3.4653 -0.15
C 3.1716 -3.2044 2.0942 0.00
C 3.5885 -4.4185 1.5728 -0.05
N 2.5667 -1.7846 4.0018 -0.35
O 2.4645 -1.6658 5.2056 0.08
O 2.2929 -0.9144 3.1935 0.03
H 4.1774 -6.4297 2.0192 0.10
H 3.9392 -6.1565 4.4591 0.11
H 3.2092 -4.0005 5.3981 0.12
H 2.9555 -2.3821 1.4269 0.10
H 3.6956 -4.5386 0.5067 0.08
C -1.8458 -6.7588 0.1172 -0.07
C -1.2486 -7.9659 -0.2238 -0.06
C -0.1503 -8.4233 0.4883 0.00
C 0.3353 -7.6650 1.5402 -0.14
C -0.2461 -6.4565 1.8861 0.00
C -1.3423 -6.0032 1.1682 -0.06
N 1.4847 -8.1553 2.3128 -0.34
O 1.9904 -9.2064 1.9731 0.09
O 1.8627 -7.4756 3.2471 0.06
H -2.7073 -6.4060 -0.4376 0.09
H -1.6417 -8.5522 -1.0440 0.11
H 0.3107 -9.3630 0.2185 0.12
H 0.1406 -5.8656 2.7052 0.12
H -1.8073 -5.0616 1.4303 0.11
C -9.9734 3.9776 6.9190 -0.07
C -8.6907 4.1434 6.4136 -0.06
C -8.5045 4.7370 5.1753 0.00
C -9.6100 5.1626 4.4578 -0.14
C -10.8946 4.9969 4.9470 0.00
C -11.0741 4.4001 6.1848 -0.07
N -9.4148 5.8138 3.1566 -0.33
O -8.2730 5.9267 2.7472 0.05
O -10.3986 6.2053 2.5653 0.09
H -10.1159 3.5183 7.8893 0.11
H -7.8349 3.8121 6.9868 0.11
H -7.5037 4.8635 4.7869 0.12
H -11.7543 5.3266 4.3809 0.12
H -12.0725 4.2670 6.5798 0.11
C 4.4212 -6.2804 -4.9308 -0.06
C 5.1038 -7.4414 -4.5869 -0.06
C 5.4370 -7.6801 -3.2627 0.01
C 5.0779 -6.7543 -2.2965 -0.14
C 4.4039 -5.5911 -2.6288 0.00
C 4.0758 -5.3554 -3.9542 -0.06
N 5.4083 -7.0171 -0.8904 -0.32
O 6.0152 -8.0336 -0.6309 0.10
O 5.0489 -6.1976 -0.0607 0.04
H 4.1562 -6.0963 -5.9641 0.10
H 5.3733 -8.1581 -5.3448 0.07
H 5.9681 -8.5839 -2.9990 0.12
H 4.1296 -4.8687 -1.8731 0.11
H 3.5468 -4.4511 -4.2263 0.11
C 4.3662 -7.0799 -11.5794 -0.07
C 3.2804 -6.9025 -10.7318 -0.06
C 3.3157 -7.4117 -9.4435 0.00
C 4.4447 -8.0913 -9.0171 -0.14
C 5.5312 -8.2813 -9.8545 0.00
C 5.4882 -7.7719 -11.1426 -0.06
N 4.4954 -8.6104 -7.6454 -0.34
O 3.5176 -8.4438 -6.9402 0.07
O 5.5137 -9.1747 -7.2917 0.07
H 4.3382 -6.6763 -12.5838 0.11
H 2.4070 -6.3642 -11.0753 0.11
H 2.4678 -7.2710 -8.7878 0.12
H 6.4081 -8.8164 -9.5186 0.12
H 6.3314 -7.9110 -11.8061 0.11